Record 1
The following is a DFT calculation (the ωB97M-V functional and the def2-TZVPD basis) of a 3-piece molecular cluster, H6O3 overall.

Cartesian coordinates (Å):
O -0.031 0.171 -2.306
H 0.721 0.601 -1.898
H -0.586 0.892 -2.605
O 1.010 0.270 2.295
H 0.386 0.574 2.954
H 0.464 -0.087 1.594
O -0.635 -0.602 0.321
H -0.326 -0.343 -0.547
H -1.006 -1.475 0.193

Summary:
Kohn-Sham gap (spin up / spin down) (eV): 12.07 / 4.29
E (hartree): -228.8974
Spin multiplicity: 2
Charge: +1
Strongest force on any atom (Eh/bohr): 0.073


Record 2
The following is a DFT calculation (the ωB97M-V functional and the def2-TZVPD basis) of C7H10BrNTb as an isolated structure.

Cartesian coordinates (Å):
C -0.891 1.020 -1.348
C 0.505 0.814 -1.604
C 1.254 1.612 -0.674
C 0.318 2.312 0.157
C -1.008 1.943 -0.256
Tb 0.044 0.008 0.631
N -1.566 -0.738 1.342
C -0.054 -2.516 0.506
C 0.941 -2.003 -0.285
H 2.334 1.662 -0.604
H 0.925 0.181 -2.373
H 0.565 2.973 0.977
H -1.931 2.285 0.193
H -1.713 0.543 -1.866
H 0.830 -1.959 -1.371
H -0.980 -2.907 0.075
H -2.390 -1.100 1.531
H 1.935 -1.784 0.134
H 0.118 -2.732 1.568
Br 0.762 0.386 3.268

Summary:
Kohn-Sham gap (spin up / spin down) (eV): 6.33 / 6.17
E (hartree): -3725.9261
Spin multiplicity: 7
Charge: -1
Strongest force on any atom (Eh/bohr): 0.114


Record 3
The following is a DFT calculation (the ωB97M-V functional and the def2-TZVPD basis) of C18H49BF4O7V as an isolated structure.

Cartesian coordinates (Å):
V 0.621 -1.007 -2.553
O 2.173 0.283 -2.112
H 1.971 0.766 -2.921
B -0.492 0.041 -0.258
F -1.231 -0.118 -1.445
F -1.224 -0.058 0.931
F 0.597 -0.899 -0.274
F 0.166 1.267 -0.319
C 4.640 -2.971 -0.083
C 3.817 -2.015 0.813
C 3.931 -2.342 2.295
O 4.415 -0.736 0.550
H 4.249 -3.994 -0.105
H 5.686 -2.938 0.217
H 4.533 -2.619 -1.110
H 2.828 -1.945 0.359
H 3.266 -1.656 2.809
H 4.979 -2.295 2.591
H 3.670 -3.397 2.410
H 5.182 -0.599 1.112
C 3.304 2.178 2.790
C 2.475 2.799 1.674
C 2.733 4.314 1.487
O 2.625 2.100 0.416
H 3.256 1.091 2.749
H 2.847 2.517 3.722
H 4.341 2.514 2.711
H 1.459 2.545 2.007
H 3.285 4.429 0.555
H 3.472 4.659 2.217
H 1.787 4.833 1.605
H 1.690 1.978 0.179
C -1.440 2.235 -3.803
C -0.879 1.334 -4.881
C 0.451 1.855 -5.426
O -0.649 0.033 -4.296
H -2.287 1.833 -3.250
H -1.615 3.245 -4.180
H -0.658 2.418 -3.056
H -1.598 1.156 -5.687
H 0.346 2.902 -5.712
H 0.708 1.305 -6.332
H 1.227 1.729 -4.674
H -1.291 -0.555 -4.697
C -1.092 -2.895 4.833
C -0.838 -1.637 3.997
C 0.396 -1.857 3.134
O -1.978 -1.347 3.210
H -2.059 -2.981 5.339
H -0.250 -3.224 5.435
H -1.308 -3.727 4.142
H -0.636 -0.823 4.704
H 0.718 -0.916 2.687
H 0.290 -2.620 2.366
H 1.195 -2.117 3.832
H -1.724 -0.856 2.406
C -4.829 4.092 1.191
C -4.234 2.738 0.901
C -3.836 2.515 -0.548
O -3.005 2.599 1.609
H -5.228 4.107 2.203
H -5.660 4.271 0.504
H -4.119 4.899 1.012
H -4.918 1.912 1.134
H -3.300 1.592 -0.752
H -3.280 3.376 -0.929
H -4.762 2.565 -1.140
H -2.604 1.737 1.462
C -1.001 -3.351 -0.731
C -1.604 -3.474 -2.132
C -3.076 -3.288 -2.135
O -0.859 -2.577 -3.039
H 0.084 -3.348 -0.779
H -1.313 -4.247 -0.191
H -1.470 -2.522 -0.207
H -1.285 -4.486 -2.405
H -3.540 -3.934 -1.389
H -3.572 -3.458 -3.092
H -3.342 -2.289 -1.774
H -1.324 -2.648 -3.881

Summary:
Kohn-Sham gap (spin up / spin down) (eV): 7.79 / 7.67
E (hartree): -2610.3696
Spin multiplicity: 4
Charge: 0
Strongest force on any atom (Eh/bohr): 0.064


Record 4
The following is a DFT calculation (the ωB97M-V functional and the def2-TZVPD basis) of C18H49Mn2NO22S6 as an isolated structure.

Cartesian coordinates (Å):
Mn -2.721 0.683 1.151
Mn -0.747 0.883 3.596
N 0.352 0.830 0.637
O 1.278 0.712 -0.117
O -0.830 0.955 0.202
O 0.539 1.034 1.884
O -2.170 2.036 2.594
H -2.872 2.616 2.899
O 2.083 4.350 4.229
S 0.813 3.889 4.708
O 0.262 2.581 4.327
O 0.817 3.927 6.296
C 1.971 4.441 7.005
C 1.874 4.012 8.477
C -0.477 5.160 4.385
H 1.954 5.528 6.918
H 2.866 4.023 6.550
H 2.839 3.633 8.810
H 1.062 3.311 8.646
H 1.715 4.890 9.104
H -1.473 4.744 4.473
H -0.186 5.551 3.409
H -0.343 6.015 5.046
O -2.903 -1.135 -0.027
S -3.376 -2.142 -1.005
O -2.663 -2.187 -2.243
O -3.337 -3.601 -0.333
C -3.461 -3.755 1.124
C -3.534 -5.242 1.361
C -5.143 -1.997 -1.260
H -4.324 -3.175 1.463
H -2.598 -3.262 1.575
H -2.657 -5.720 0.922
H -4.370 -5.696 0.832
H -3.544 -5.425 2.433
H -5.697 -2.423 -0.424
H -5.406 -2.616 -2.115
H -5.358 -0.938 -1.382
O 2.201 -4.432 -0.885
S 1.523 -3.536 -1.789
O 2.322 -2.766 -2.705
O 0.378 -4.273 -2.640
C -0.157 -5.501 -2.111
C -1.582 -5.677 -2.604
C 0.639 -2.306 -0.857
H -0.136 -5.434 -1.019
H 0.400 -6.390 -2.403
H -1.985 -6.602 -2.180
H -1.487 -5.936 -3.662
H -2.299 -4.887 -2.415
H 1.432 -1.841 -0.274
H -0.056 -2.755 -0.146
H 0.165 -1.604 -1.536
O 3.442 1.389 5.079
S 4.780 1.295 4.569
O 5.781 0.742 5.442
O 4.844 0.372 3.230
C 3.850 0.598 2.242
C 4.138 -0.447 1.153
C 5.406 2.870 3.948
H 3.836 1.640 1.899
H 2.818 0.501 2.603
H 5.062 -0.193 0.634
H 3.369 -0.562 0.392
H 4.314 -1.398 1.655
H 4.820 3.718 4.294
H 5.541 2.962 2.865
H 6.461 3.022 4.187
O -3.367 1.638 -0.662
S -3.454 1.807 -2.102
O -2.301 1.506 -2.878
O -4.660 0.862 -2.589
C -4.963 0.790 -3.990
C -3.925 0.065 -4.873
C -4.038 3.508 -2.522
H -5.193 1.777 -4.391
H -5.830 0.137 -4.066
H -4.465 -0.569 -5.572
H -3.298 -0.622 -4.300
H -3.224 0.758 -5.333
H -4.103 3.979 -1.545
H -5.035 3.456 -2.950
H -3.280 3.851 -3.217
O 2.107 2.661 -4.229
S 1.835 1.337 -4.745
O 1.062 1.159 -5.935
O 3.275 0.627 -5.052
C 3.309 -0.790 -5.375
C 4.674 -1.241 -5.791
C 1.145 0.325 -3.383
H 2.473 -1.033 -6.029
H 3.148 -1.278 -4.406
H 4.587 -2.331 -5.750
H 5.467 -0.980 -5.096
H 4.905 -0.947 -6.814
H 1.788 0.672 -2.583
H 1.221 -0.732 -3.630
H 0.084 0.551 -3.307

Summary:
Kohn-Sham gap (spin up / spin down) (eV): 5.41 / 5.03
E (hartree): -7115.6620
Spin multiplicity: 11
Charge: +2
Strongest force on any atom (Eh/bohr): 0.057


Record 5
The following is a DFT calculation (the ωB97M-V functional and the def2-TZVPD basis) of an isolated ion of composition C46H71N16O7 and charge +1.

Cartesian coordinates (Å):
C -6.266 -0.804 0.178
C -5.532 -0.024 0.714
C -4.621 0.954 1.287
H -3.731 0.441 1.673
O -4.167 1.877 0.296
C -4.706 3.176 0.373
H -4.465 3.647 -0.582
C -4.091 3.987 1.518
H -4.530 4.994 1.534
H -4.305 3.507 2.484
O -2.693 4.056 1.322
C -1.986 4.468 2.472
H -2.134 3.738 3.282
H -2.351 5.445 2.819
C -0.501 4.595 2.125
H 0.022 5.033 2.980
O 0.087 3.369 1.734
C 0.561 2.534 2.780
H 0.699 1.550 2.327
H -0.182 2.467 3.583
C 1.910 2.973 3.373
N 3.010 2.722 2.478
C 3.499 1.480 2.284
N 4.665 1.382 1.649
C 5.084 0.135 1.444
N 6.334 -0.032 0.945
C 6.759 -1.323 0.474
H 6.221 -2.084 1.037
C 6.462 -1.434 -1.050
N 6.096 -0.124 -1.544
C 4.841 0.339 -1.727
O 4.602 1.507 -1.964
C 3.695 -0.688 -1.697
N 2.479 0.010 -1.393
C 1.891 1.018 -2.064
C 0.763 1.303 -1.321
N 0.740 0.459 -0.270
N 1.770 -0.306 -0.327
C -0.312 2.317 -1.533
N -1.281 2.157 -0.427
H -2.059 2.817 -0.514
H -1.679 1.167 -0.418
C 0.258 3.739 -1.575
H 1.262 3.697 -2.001
C -0.563 4.742 -2.399
C -0.472 4.441 -3.894
H -0.956 5.230 -4.463
H -0.968 3.505 -4.139
H 0.565 4.381 -4.214
C -2.028 4.810 -1.969
H -2.510 5.652 -2.461
H -2.117 4.957 -0.895
H -2.561 3.911 -2.273
H -0.109 5.724 -2.229
H 0.366 4.090 -0.549
H -0.831 2.114 -2.472
H 2.302 1.447 -2.950
H 3.824 -1.394 -0.870
C 3.552 -1.431 -3.043
C 2.326 -2.299 -2.971
C 2.367 -3.514 -2.298
C 1.216 -4.242 -2.080
C -0.012 -3.758 -2.520
C -0.053 -2.572 -3.247
C 1.106 -1.853 -3.463
H 1.057 -0.927 -4.018
H -0.999 -2.221 -3.625
O -1.171 -4.404 -2.256
H -1.012 -5.049 -1.546
H 1.253 -5.182 -1.550
H 3.311 -3.893 -1.934
H 4.447 -2.028 -3.221
H 3.462 -0.699 -3.847
C 7.103 0.863 -1.193
C 7.040 1.075 0.342
H 8.048 1.133 0.763
H 6.487 1.980 0.591
H 6.883 1.789 -1.723
H 8.077 0.486 -1.508
H 7.358 -1.753 -1.591
H 5.677 -2.159 -1.246
H 7.830 -1.419 0.664
N 4.387 -0.967 1.740
C 3.255 -0.748 2.411
N 2.780 0.456 2.734
N 2.554 -1.818 2.858
H -0.796 2.368 0.464
C 1.231 -1.613 3.389
H 1.033 -2.400 4.124
H 1.197 -0.637 3.870
C 0.203 -1.671 2.254
N 0.295 -2.952 1.578
C -0.714 -3.702 1.115
O -0.538 -4.708 0.444
C -2.155 -3.215 1.402
N -2.446 -2.252 0.366
C -2.969 -2.451 -0.857
C -2.951 -1.206 -1.456
N -2.406 -0.347 -0.569
N -2.113 -0.984 0.516
C -3.506 -0.836 -2.798
N -4.957 -0.833 -2.703
H -5.279 -0.062 -2.127
H -5.369 -0.732 -3.623
H -3.234 -1.628 -3.506
C -2.905 0.488 -3.301
H -1.809 0.384 -3.318
O -3.277 1.603 -2.522
H -3.549 1.298 -1.642
H -3.246 0.683 -4.323
H -3.284 -3.398 -1.234
H -2.201 -2.692 2.358
C -3.148 -4.385 1.435
C -2.775 -5.314 2.591
H -1.802 -5.762 2.414
H -3.507 -6.113 2.674
H -2.740 -4.777 3.536
H -3.038 -4.955 0.507
C -4.604 -3.907 1.537
C -4.918 -3.052 2.760
H -4.379 -2.107 2.732
H -4.673 -3.573 3.681
H -5.979 -2.820 2.777
H -4.869 -3.337 0.643
H -5.239 -4.794 1.557
C 1.645 -3.249 1.113
C 2.681 -3.110 2.233
H 2.526 -3.879 2.996
H 3.685 -3.203 1.821
H 1.885 -2.533 0.319
H 1.648 -4.262 0.712
H 0.429 -0.880 1.532
H -0.790 -1.498 2.656
H 3.591 3.478 2.160
H 1.898 4.037 3.615
H 2.055 2.400 4.296
H -0.398 5.266 1.269
H -5.796 3.154 0.492
H -5.123 1.470 2.113
H -6.910 -1.499 -0.273

Summary:
Kohn-Sham gap (eV): 8.91
E (hartree): -3198.0710
Charge: +1
Strongest force on any atom (Eh/bohr): 0.021


Record 6
The following is a DFT calculation (the ωB97M-V functional and the def2-TZVPD basis) of the molecule C6H9N.

Cartesian coordinates (Å):
C -0.052 1.625 0.474
C 0.127 0.743 -0.738
C -0.396 -0.659 -0.783
C -1.267 -1.240 0.305
C 1.100 -0.415 -0.647
C 1.774 -0.543 0.623
N 2.310 -0.558 1.650
H 0.787 2.325 0.562
H -0.988 2.173 0.359
H -0.093 1.076 1.420
H 0.134 1.290 -1.679
H -0.652 -1.016 -1.780
H -1.048 -0.807 1.284
H -2.319 -1.033 0.076
H -1.143 -2.324 0.382
H 1.725 -0.637 -1.506

Summary:
Kohn-Sham gap (eV): 11.27
E (hartree): -288.7434
SMILES string: C[C@@H]1[C@H](C)[C@@H]1C#N
Charge: 0
Strongest force on any atom (Eh/bohr): 0.021


Record 7
The following is a DFT calculation (the ωB97M-V functional and the def2-TZVPD basis) of C42H34N3O4RhS4 as an isolated structure.

Cartesian coordinates (Å):
Rh 0.024 0.091 -0.634
C 1.754 -3.535 2.969
S 2.060 -3.505 1.216
C 1.730 -1.816 0.781
S -0.012 -1.411 0.941
N 2.620 -1.099 0.234
N 2.015 0.004 -0.350
C 2.760 0.982 -0.722
C 2.042 2.104 -1.295
C 2.683 3.216 -1.800
C 1.916 4.234 -2.358
C 0.546 4.085 -2.385
C -0.034 2.937 -1.849
N 0.684 1.965 -1.303
H 1.825 -4.574 3.286
H 0.777 -3.110 3.185
H 2.558 -2.950 3.419
H 3.838 0.956 -0.598
H 3.762 3.281 -1.758
H 2.389 5.116 -2.768
H -0.093 4.839 -2.822
H -1.100 2.790 -1.877
C 1.047 -0.538 -9.332
C 0.702 -0.425 -7.875
C 1.694 -0.500 -6.900
C 1.374 -0.415 -5.553
C 0.046 -0.269 -5.184
C -0.963 -0.179 -6.133
C -0.624 -0.255 -7.471
S -0.380 -0.137 -3.464
O -1.565 0.763 -3.373
C -0.830 -1.811 -3.021
C 0.221 -2.755 -3.129
C 0.066 -4.000 -2.606
C -1.114 -4.344 -1.897
C -1.262 -5.619 -1.303
C -2.393 -5.933 -0.605
C -3.427 -4.983 -0.474
C -3.318 -3.749 -1.051
C -2.155 -3.394 -1.779
C -2.011 -2.104 -2.395
C -3.236 -1.247 -2.434
C -4.212 -1.586 -3.419
C -3.945 -2.531 -4.445
C -4.892 -2.824 -5.383
C -6.159 -2.201 -5.344
C -6.447 -1.294 -4.367
C -5.484 -0.965 -3.384
C -5.776 -0.043 -2.348
C -4.827 0.301 -1.437
C -3.540 -0.281 -1.511
S -2.331 0.194 -0.296
O -2.554 -0.619 0.930
C -2.833 1.856 0.073
C -3.185 2.757 -0.926
C -3.532 4.049 -0.570
C -3.532 4.455 0.766
C -3.901 5.859 1.145
C -3.182 3.525 1.744
C -2.831 2.227 1.409
H 2.070 -0.218 -9.524
H 0.375 0.061 -9.944
H 0.956 -1.575 -9.661
H 2.729 -0.611 -7.199
H 2.156 -0.450 -4.802
H -1.990 -0.035 -5.819
H -1.401 -0.179 -8.222
H 1.127 -2.488 -3.659
H 0.845 -4.745 -2.723
H -0.466 -6.344 -1.420
H -2.504 -6.912 -0.158
H -4.319 -5.238 0.082
H -4.123 -3.035 -0.941
H -2.980 -3.018 -4.489
H -4.675 -3.542 -6.162
H -6.900 -2.449 -6.092
H -7.417 -0.814 -4.329
H -6.766 0.389 -2.289
H -5.065 1.004 -0.652
H -3.234 2.440 -1.962
H -3.832 4.750 -1.339
H -4.460 6.352 0.352
H -3.003 6.450 1.339
H -4.503 5.875 2.052
H -3.200 3.817 2.786
H -2.585 1.498 2.170
O -0.385 -3.158 1.012
O 0.690 -3.993 0.528

Summary:
Kohn-Sham gap (eV): 5.19
E (hartree): -3788.6925
Charge: +2
Strongest force on any atom (Eh/bohr): 0.010